Below is a cluster of 12 separate species, C35H71Br2Cl22NO6P2 in total, with properties calculated with ωB97M-V/def2-TZVPD.

Geometry as XYZ:
```
139
Properties=species:S:1:pos:R:3:forces:R:3:lowdin_charge:R:1
C -3.6477 0.1241 -2.0274 0.1 0.1 0.2 -0.072
C -2.8881 -0.3004 -3.2394 -0.1 -0.3 -0.3 -0.259
O -3.6238 -1.1899 -4.0635 -0.2 0.3 -0.1 -0.120
C -3.1497 -2.5041 -4.1213 0.0 0.0 0.0 -0.232
C -3.5918 -3.3277 -2.9338 0.0 0.0 -0.1 -0.189
C -2.9221 -4.6624 -2.7759 -0.1 0.1 -0.4 -0.745
Br -3.3744 -5.7976 -4.3008 0.0 -0.2 -0.1 0.763
O -1.5425 -4.6641 -2.7118 0.4 0.0 -0.2 -0.184
C -0.9805 -3.7467 -1.7872 -0.2 -0.1 -0.3 -0.176
C -1.4941 -3.8943 -0.3813 0.7 0.1 0.8 -0.350
N -0.8424 -5.0169 0.3324 -0.9 -0.8 -0.2 -0.252
C -0.8483 -6.2968 -0.4174 0.4 0.5 0.3 -0.245
C 0.4737 -6.4932 -1.0980 2.1 1.5 -4.1 -0.678
O 0.8347 -6.0511 -2.2010 -1.2 -1.9 4.3 0.015
Br 1.7414 -7.5345 -0.0094 -0.1 0.2 -0.3 0.709
P -1.6434 -5.1583 1.8879 0.0 0.8 0.2 1.023
C -3.0567 -6.2741 1.5695 0.5 0.0 0.0 -0.448
C -3.8775 -6.3666 2.8257 -0.3 0.0 -0.1 -0.159
C -0.4822 -6.1138 2.9202 0.0 0.5 -0.3 -0.367
C 0.2449 -5.1895 3.8961 -0.3 -0.1 -0.2 -0.146
P -1.1101 -2.3643 0.5754 1.3 -0.7 0.4 0.407
O 0.0300 -2.5038 1.4883 0.2 0.0 0.0 -0.309
O -0.8653 -1.1962 -0.4859 -0.1 0.1 -0.4 -0.155
O -2.4646 -1.9110 1.1817 -0.9 0.7 0.2 -0.163
H -2.9992 0.7144 -1.4040 0.3 0.4 0.4 0.065
H -4.4805 0.7420 -2.3114 -0.5 0.2 -0.1 0.077
H -3.9943 -0.7036 -1.4325 -0.2 -0.4 0.2 0.059
H -2.6737 0.5746 -3.8275 0.2 0.5 -0.4 0.116
H -1.9349 -0.7349 -2.9763 0.4 -0.3 0.2 0.098
H -2.0759 -2.5389 -4.2536 0.5 0.1 0.0 0.127
H -3.5828 -2.9313 -5.0035 -0.2 -0.3 -0.6 0.104
H -4.6405 -3.5221 -3.0535 -0.7 0.0 0.1 0.098
H -3.5011 -2.7612 -2.0216 0.2 0.3 0.5 0.105
H -3.3571 -5.1919 -1.9488 -0.3 -0.3 0.5 0.026
H 0.0732 -3.9524 -1.7760 0.5 -0.1 -0.1 0.128
H -1.1088 -2.7440 -2.1532 -0.3 0.5 -0.2 0.095
H -2.5737 -3.9795 -0.3535 -0.5 0.0 -0.1 0.102
H -1.6156 -6.3836 -1.1658 -0.4 0.1 -0.4 0.117
H -0.9705 -7.0995 0.2814 0.0 -0.4 0.3 0.068
H -3.6605 -5.7918 0.8196 -0.2 0.3 -0.4 0.012
H -2.8217 -7.2612 1.1966 0.2 -0.4 -0.1 0.072
H -4.7232 -7.0017 2.6420 -0.5 -0.4 0.1 0.066
H -4.2523 -5.3979 3.1001 -0.2 0.5 0.3 0.061
H -3.3166 -6.7658 3.6499 0.2 -0.2 0.5 0.058
H 0.2343 -6.6252 2.2992 0.2 -0.5 -0.2 0.024
H -1.0589 -6.8323 3.4685 -0.4 -0.6 0.2 0.063
H -0.2518 -4.2394 3.9510 -0.2 0.6 0.1 0.043
H 1.2440 -4.9946 3.5596 0.6 0.1 0.0 0.043
H 0.2423 -5.6088 4.8851 0.3 -0.2 0.5 0.061
H 0.0087 -1.3278 -0.8802 0.3 0.4 -0.2 -0.002
H -2.3810 -0.9764 1.4565 -0.5 -0.2 0.1 0.004
Cl -7.4283 -4.4449 -0.7211 0.0 0.0 0.0 0.539
C -7.0990 -5.4449 -2.1613 0.0 0.1 -0.1 -0.655
C -6.7378 -6.8586 -1.7994 0.0 -0.1 -0.1 -0.630
Cl -5.1693 -6.9391 -0.9571 -0.1 -0.1 0.0 0.615
H -6.2971 -4.9698 -2.7182 0.0 0.0 0.0 0.036
H -7.9995 -5.4420 -2.7713 0.0 0.0 0.0 0.077
H -6.6475 -7.4528 -2.7064 0.1 0.0 0.0 0.076
H -7.4810 -7.3114 -1.1505 0.0 0.0 0.1 0.070
Cl 5.0498 -6.3178 1.8905 0.0 0.0 0.0 0.521
C 5.1182 -5.1913 0.5074 0.1 -0.1 -0.1 -0.663
C 4.6153 -3.8181 0.8593 -0.1 0.1 0.0 -0.660
Cl 2.8638 -3.7952 1.1725 -0.1 0.1 0.0 0.582
H 4.5406 -5.6288 -0.3022 -0.1 0.0 0.0 0.053
H 6.1611 -5.1282 0.2036 0.0 0.0 0.0 0.071
H 4.7951 -3.1424 0.0234 0.0 0.0 0.0 0.071
H 5.1180 -3.4310 1.7413 0.0 0.0 0.0 0.066
Cl 2.5264 2.8737 -0.4935 -0.1 -0.1 -0.1 0.555
C 1.5446 1.5893 0.2729 -0.1 0.2 0.0 -0.645
C 2.1784 0.2386 0.1689 0.0 -0.1 0.1 -0.616
Cl 2.1441 -0.3790 -1.5147 0.0 -0.1 0.0 0.585
H 0.5569 1.6045 -0.1789 0.0 0.0 0.0 0.070
H 1.4466 1.8604 1.3172 0.0 0.0 0.1 0.029
H 1.6157 -0.4727 0.7653 -0.1 -0.1 0.1 0.050
H 3.2128 0.2497 0.5024 0.0 0.0 -0.1 0.075
Cl -1.0737 4.4836 1.8026 0.0 0.0 -0.1 0.542
C -0.8713 3.9668 3.4977 -0.1 0.0 0.0 -0.676
C -0.0307 2.7289 3.6164 0.0 -0.1 0.0 -0.678
Cl -0.8442 1.2846 2.9335 0.1 0.0 0.1 0.561
H -1.8591 3.8144 3.9240 -0.1 0.0 -0.1 0.073
H -0.3860 4.7826 4.0226 0.1 0.1 0.0 -0.005
H 0.1841 2.5366 4.6643 -0.1 -0.1 -0.1 0.011
H 0.9103 2.8397 3.0942 0.1 0.1 -0.1 0.005
Cl 2.3720 5.1169 3.3667 0.2 0.1 0.0 0.593
C 3.3107 5.3834 1.8659 -0.1 -0.1 0.0 -0.677
C 4.5246 6.2358 2.0996 0.0 0.0 0.1 -0.667
Cl 4.1044 7.9223 2.5070 0.0 0.0 0.0 0.545
H 2.6380 5.8249 1.1377 -0.1 0.1 0.0 0.053
H 3.6107 4.4041 1.5059 0.1 0.0 0.0 0.020
H 5.1180 6.2650 1.1903 0.0 0.0 -0.1 0.034
H 5.1340 5.8429 2.9085 0.0 0.0 0.1 0.069
Cl 0.6305 6.8402 5.7425 0.0 0.0 0.1 0.558
C 0.8636 6.3374 7.4347 -0.1 0.1 0.0 -0.650
C 1.6814 5.0809 7.5560 0.1 -0.1 0.0 -0.640
Cl 0.8274 3.6356 6.9397 0.0 0.1 0.1 0.585
H -0.1170 6.2148 7.8851 0.0 0.0 0.0 0.068
H 1.3814 7.1507 7.9386 0.0 0.0 0.0 0.074
H 1.8963 4.8912 8.6053 0.0 0.0 0.0 0.073
H 2.6178 5.1612 7.0119 0.0 0.0 -0.1 0.067
Cl 6.2438 3.1015 -0.6696 0.0 0.0 0.0 0.545
C 6.2913 4.1020 -2.1470 0.0 -0.1 -0.1 -0.641
C 5.8777 5.5202 -1.8740 0.0 0.1 0.0 -0.621
Cl 4.1407 5.6506 -1.4733 0.1 0.0 0.0 0.602
H 5.6510 3.6346 -2.8894 -0.1 0.0 0.0 0.075
H 7.3161 4.0806 -2.5078 0.0 0.0 0.0 0.015
H 6.0439 6.1340 -2.7563 0.0 0.0 0.0 0.078
H 6.4427 5.9405 -1.0465 0.0 0.0 0.1 0.066
Cl -3.9685 0.8688 1.7832 0.0 0.1 0.0 0.584
C -5.4886 -0.0369 1.9995 -0.1 -0.1 -0.1 -0.630
C -5.6938 -0.4473 3.4322 0.0 -0.1 0.1 -0.654
Cl -4.5030 -1.6682 3.9492 0.0 0.0 0.0 0.559
H -5.4553 -0.9006 1.3408 0.1 0.0 0.0 0.068
H -6.2984 0.6167 1.6817 0.0 0.1 0.0 0.075
H -6.6810 -0.8907 3.5445 0.0 0.0 0.0 0.073
H -5.6096 0.4032 4.1019 0.0 0.0 0.0 0.067
Cl -0.8724 6.0854 -1.8248 0.0 0.0 0.0 0.525
C 0.0643 6.3775 -3.3142 0.0 0.0 0.0 -0.684
C 1.2574 7.2638 -3.0783 0.0 0.0 0.0 -0.675
Cl 0.7940 8.9422 -2.6864 0.0 0.0 0.0 0.538
H -0.6075 6.8025 -4.0528 -0.1 0.0 0.0 0.033
H 0.4013 5.4062 -3.6712 0.0 0.0 0.0 0.072
H 1.8606 7.3040 -3.9831 0.0 0.0 0.0 0.074
H 1.8702 6.8907 -2.2668 0.0 0.0 0.1 0.002
Cl 9.9371 3.3764 -2.7260 0.0 0.0 0.0 0.556
C 10.2101 2.9638 -1.0097 -0.1 0.1 0.1 -0.653
C 11.0317 1.7138 -0.8540 0.0 -0.1 0.0 -0.665
Cl 10.1502 0.2625 -1.3943 0.0 0.0 0.0 0.541
H 9.2369 2.8623 -0.5375 -0.1 0.0 0.0 0.035
H 10.7333 3.8052 -0.5601 0.1 0.0 0.0 0.075
H 11.2732 1.5696 0.1968 0.0 0.0 0.0 0.073
H 11.9543 1.7727 -1.4234 0.0 0.0 -0.1 0.067
Cl -2.2581 7.3779 -7.3474 0.0 0.0 0.0 0.535
C -3.7991 6.5987 -6.9026 0.0 0.0 -0.1 -0.665
C -3.8566 6.2653 -5.4371 0.0 0.0 0.1 -0.654
Cl -2.7039 4.9791 -5.0000 0.0 -0.1 0.0 0.559
H -3.9106 5.7091 -7.5148 0.0 0.0 0.0 0.066
H -4.5945 7.2990 -7.1481 0.0 0.0 0.0 0.072
H -4.8502 5.9050 -5.1797 0.0 0.0 0.0 0.073
H -3.6291 7.1339 -4.8258 0.0 0.0 0.0 0.070
```
Forces are in eV/Å.

## Properties
E_HOMO in eV: -8.224
SMILES string: CCOCC[C@@H](Br)OC[C@@H](N(CC(=O)Br)P(CC)CC)P(=O)(O)O.ClCCCl.ClCCCl.ClCCCl.ClCCCl.ClCCCl.ClCCCl.ClCCCl.ClCCCl.ClCCCl.ClCCCl.ClCCCl
Charge: 0
Frontier orbital gap in eV: 8.57

Below is a structure of composition C13H16FN4OPdS, with properties calculated with ωB97M-V/def2-TZVPD.

Geometry as XYZ:
```
37
Properties=species:S:1:pos:R:3:forces:R:3:mulliken_spin:R:1
Pd 0.6043 0.6163 0.4568 0.4 1.0 -0.2 0.457
N 3.0187 -0.1108 0.1627 0.5 0.1 0.0 0.021
N 3.5363 0.2801 1.4255 0.0 -0.9 1.0 0.006
C 2.7555 -0.0504 2.5436 -0.7 -1.3 -0.5 -0.009
N 3.4595 -0.1353 3.7445 -0.4 0.9 -0.9 0.002
S 1.1457 -0.5936 2.4618 1.6 0.4 0.4 0.002
H 3.1067 -1.1228 -0.0012 0.0 0.5 0.2 -0.001
H 3.5155 0.4102 -0.5575 -0.2 -0.1 0.3 -0.006
H 4.5160 0.0178 1.5763 -0.4 0.2 -0.1 -0.001
H 4.1474 0.5988 3.8643 0.2 -0.1 0.0 -0.001
H 2.8357 -0.1937 4.5394 0.0 -0.1 -0.1 0.000
F -2.9725 1.8419 -3.9364 -0.1 0.0 -0.1 0.007
C -2.0326 2.0599 -2.9851 0.3 0.1 0.2 0.155
C -2.4318 2.4701 -1.7203 -0.1 -0.1 -0.4 -0.070
C -1.4800 2.6843 -0.7551 0.5 -0.1 0.0 0.169
C -0.0965 2.4833 -1.0217 -0.3 0.3 -0.4 -0.230
C 0.8905 2.7024 -0.0143 0.3 -0.5 0.6 0.374
C 0.2601 2.0994 -2.3433 0.0 0.1 0.4 0.173
C -0.6951 1.8894 -3.3101 -0.5 -0.1 -0.1 -0.074
H -3.4810 2.6196 -1.5194 -0.1 0.0 0.0 -0.003
H -1.7779 2.9986 0.2355 0.0 0.0 0.1 0.004
H 0.5879 3.2519 0.8795 0.1 0.0 -0.3 0.020
H 1.9161 2.8625 -0.3413 -0.1 0.1 0.0 0.004
H 1.3078 1.9890 -2.5933 0.0 0.0 0.0 0.008
H -0.4274 1.6060 -4.3168 0.0 0.0 -0.1 -0.004
O -1.4674 -0.1584 0.1419 -0.9 -1.6 0.0 -0.002
N -1.6154 -1.4584 0.2315 -0.6 0.7 -0.4 -0.001
C -1.9018 -2.0424 1.4282 0.5 0.7 -0.2 0.003
C -2.1158 -3.3868 1.5174 0.0 -1.1 -0.7 0.000
C -2.0642 -4.1888 0.3686 0.0 0.8 0.2 -0.002
C -1.8102 -3.5628 -0.8545 -0.1 -0.7 0.6 -0.004
C -1.5910 -2.2168 -0.9050 0.2 0.6 0.4 0.000
H -1.9143 -1.3747 2.2759 0.0 0.1 -0.1 0.000
H -2.3281 -3.8287 2.4774 0.0 0.0 0.1 0.000
H -2.2185 -5.2516 0.4257 -0.1 -0.2 0.0 0.000
H -1.7870 -4.1347 -1.7686 0.0 0.0 -0.1 0.000
H -1.3955 -1.6704 -1.8144 0.0 0.2 0.1 -0.001
```
Forces are in eV/Å.

## Properties
Multiplicity: 2
E_HOMO (alpha / beta) in eV: -5.269 / -5.810
Charge: 0
Frontier orbital gap (alpha / beta) in eV: 5.62 / 6.11

Below is an isolated molecule of C5H14N2Si4, with properties calculated with ωB97M-V/def2-TZVPD.

Geometry as XYZ:
```
25
Properties=species:S:1:pos:R:3:forces:R:3:nbo_charge:R:1
Si 0.7466 -0.5640 -3.5427 -2.3 0.0 -0.6 0.353
Si -1.1945 -0.7776 -2.1316 1.0 1.0 0.3 0.934
N -0.6880 -0.3170 -0.5559 0.1 0.4 0.3 -1.034
C -0.7572 0.6328 0.3278 -1.0 -1.3 -1.2 0.448
C -1.6869 1.7652 0.3067 1.0 1.0 -2.0 -0.277
C -1.8428 2.5815 1.3753 -0.5 -1.0 -0.4 -0.155
C -1.0991 2.1912 2.5056 0.1 2.2 4.3 -0.324
C -0.1023 1.2874 2.4875 0.4 -0.9 0.5 0.055
N 0.0863 0.4818 1.4085 0.6 0.2 -0.4 -0.705
Si 1.6018 -0.4835 1.0350 -0.2 1.9 -1.0 0.805
Si 1.5401 -2.8233 1.1202 -0.2 0.1 -2.9 0.401
H 1.6784 0.4378 -3.0711 0.1 0.9 0.0 -0.141
H -0.1555 -0.2160 -4.8081 1.4 -0.2 0.8 -0.131
H 1.6479 -1.6791 -3.7558 0.1 -0.7 -0.3 -0.141
H -2.2077 0.1190 -2.8109 0.2 -0.3 0.2 -0.191
H -1.7352 -2.1303 -2.0541 -0.2 -0.4 -0.1 -0.170
H -1.9445 2.1113 -0.7294 -0.4 -0.7 1.2 0.229
H -2.5773 3.4016 1.3714 0.7 -0.3 0.1 0.233
H -1.2189 2.7316 3.5427 0.1 -0.9 -2.3 0.223
H 0.5705 1.0473 3.3346 -0.7 0.5 -0.5 0.218
H 2.4851 0.2729 2.0816 -0.4 -1.0 -0.8 -0.154
H 1.9290 0.0284 -0.4315 0.0 -0.6 1.6 -0.111
H 2.2524 -3.2625 2.2206 0.7 -0.8 2.0 -0.151
H 0.2553 -3.5053 0.8164 0.0 0.3 0.5 -0.098
H 2.4165 -3.3313 -0.0428 -0.4 0.6 0.6 -0.118
```
Forces are in eV/Å.

## Properties
E_HOMO in eV: -7.831
SMILES string: [SiH3][SiH2]/N=c1\ccccn1[SiH2][SiH3]
Charge: 0
Frontier orbital gap in eV: 8.26

Below is a structure of composition C20H46OP4SeYb, with properties calculated with ωB97M-V/def2-TZVPD.

Geometry as XYZ:
```
73
Properties=species:S:1:pos:R:3:forces:R:3:mulliken_spin:R:1
Yb 0.2724 0.6146 -0.0017 0.4 1.3 0.2 1.016
P 1.6342 -0.0145 -2.3101 0.3 -0.2 -0.5 -0.004
P -2.1047 1.4495 -1.5727 -1.2 0.1 -1.0 -0.004
P 2.3596 -0.6065 1.6141 1.2 -0.9 0.7 -0.004
H -2.2886 -0.9263 0.8224 0.0 -0.1 0.2 0.000
C -1.5585 -0.7750 1.6200 0.3 0.8 0.4 -0.001
C -1.5472 0.3689 2.3404 0.3 -0.2 -0.7 0.000
H -2.2515 1.1833 2.1441 0.0 -0.3 0.1 0.000
C 1.4849 -1.6074 -3.1548 -0.3 0.0 0.4 0.000
C 1.2657 1.1926 -3.6107 -0.3 0.2 0.2 0.000
C 3.4222 0.1882 -2.0910 0.0 0.1 0.4 0.000
C -3.6784 1.7214 -0.6740 0.1 0.0 0.6 0.000
C -2.1447 2.9265 -2.6700 0.6 0.1 0.3 0.000
C -2.7009 0.1920 -2.7784 0.6 -0.5 0.3 0.000
C 2.0333 -0.8803 3.3958 -0.6 0.3 0.2 0.000
C 4.0383 0.1332 1.7443 -0.4 0.4 -0.3 0.000
C 2.8304 -2.3203 1.1539 -0.5 0.0 -0.5 0.000
H -0.8696 -1.6002 1.8392 -0.3 0.2 0.0 0.000
H -0.8200 0.5473 3.1323 -0.2 -0.2 0.1 0.000
H 2.1196 -1.5722 -4.0475 -0.2 -0.2 0.1 0.000
H 0.4277 -1.7539 -3.4194 0.4 -0.2 -0.1 0.000
H 1.8115 -2.3923 -2.4573 -0.1 0.0 -0.4 0.000
H 1.9887 1.0359 -4.4148 -0.2 0.1 0.0 0.000
H 1.3534 2.2102 -3.2096 0.0 -0.2 -0.2 0.000
H 0.2456 1.0389 -3.9785 0.2 0.1 -0.1 0.000
H 3.8760 0.1672 -3.0852 0.1 0.0 0.2 0.000
H 3.8128 -0.6292 -1.4751 0.1 0.1 -0.2 0.000
H 3.6306 1.1447 -1.5945 0.1 -0.2 -0.2 0.000
H -4.5334 1.5477 -1.3518 0.4 0.1 0.3 0.000
H -3.7160 2.7575 -0.3030 -0.1 -0.4 0.0 0.000
H -3.7423 1.0304 0.1822 -0.2 0.3 -0.3 0.000
H -2.9779 2.8359 -3.3820 0.2 0.0 0.3 0.000
H -1.1998 3.0150 -3.2202 -0.3 0.1 0.0 0.000
H -2.2927 3.8119 -2.0392 0.1 -0.1 -0.3 0.000
H -3.6927 0.4873 -3.1461 0.3 0.0 0.1 0.000
H -2.7697 -0.7846 -2.2789 -0.1 0.1 -0.3 0.000
H -2.0004 0.1154 -3.6199 -0.2 -0.1 0.1 0.000
H 2.6923 -1.6813 3.7751 -0.3 0.4 -0.2 0.000
H 0.9795 -1.1693 3.5339 0.4 0.0 0.2 0.000
H 2.2234 0.0446 3.9610 -0.1 -0.3 -0.1 0.000
H 4.6850 -0.5364 2.3303 -0.3 0.2 -0.2 0.000
H 3.9453 1.1007 2.2552 0.2 -0.2 -0.2 0.000
H 4.4623 0.2777 0.7426 0.0 0.0 0.3 0.000
H 3.4365 -2.7511 1.9606 -0.1 0.1 -0.3 0.000
H 3.4057 -2.3116 0.2206 -0.1 -0.1 0.2 0.000
H 1.9219 -2.9196 1.0056 0.3 -0.1 0.0 0.000
C -1.9366 -4.7630 0.0172 -1.2 -0.5 1.0 0.000
C -2.7408 -4.1249 0.9727 0.2 -0.3 0.0 0.000
C -3.6333 -4.8542 1.7644 0.1 -0.2 -0.2 0.000
C -3.7779 -6.2411 1.5939 0.1 0.7 0.1 0.000
C -3.0261 -6.8764 0.6095 0.2 0.4 -0.1 0.000
C -2.1135 -6.1600 -0.1869 0.4 0.9 0.0 0.000
Se -0.6166 -3.6897 -0.9093 0.3 0.5 -0.3 0.000
H -0.8362 -2.2285 -0.3975 -0.3 -1.4 -0.2 0.000
H -2.6397 -3.0459 1.1089 -0.2 -0.4 0.1 0.000
H -4.2131 -4.3257 2.5196 0.1 -0.2 -0.2 0.000
H -4.4780 -6.7955 2.2327 0.4 0.2 -0.4 0.000
H -3.1474 -7.9482 0.4652 0.1 0.3 -0.1 0.000
H -1.5404 -6.6839 -0.9526 -0.1 0.1 0.2 0.000
C 2.0298 3.8241 2.4930 0.1 -0.3 0.0 0.000
P 1.1186 3.9362 0.9425 -0.1 1.9 1.0 0.000
C -0.5951 4.3583 1.3208 0.0 0.0 -0.1 0.000
C 1.8126 5.3617 0.0756 0.0 -0.4 -0.5 0.000
O 1.1585 2.6122 0.1643 -0.6 -1.7 -0.3 -0.002
H 3.1022 3.7004 2.2640 -0.4 0.1 0.1 0.000
H 1.6842 2.9606 3.0861 0.1 0.3 -0.2 0.000
H 1.9012 4.7466 3.0844 0.0 -0.3 -0.3 0.000
H -0.6366 5.3065 1.8833 0.0 -0.4 -0.2 0.000
H -1.1502 4.4804 0.3786 0.2 0.0 0.3 0.000
H -1.0762 3.5677 1.9147 0.1 0.2 -0.1 0.000
H 2.8711 5.1716 -0.1583 -0.3 0.1 0.1 0.000
H 1.2628 5.5302 -0.8677 0.2 0.0 0.4 0.000
H 1.7467 6.2738 0.6936 -0.1 -0.5 -0.1 0.000
```
Forces are in eV/Å.

## Properties
Multiplicity: 2
E_HOMO (alpha / beta) in eV: -15.112 / -15.112
Charge: +3
Frontier orbital gap (alpha / beta) in eV: 5.42 / 4.51